No. 1
Density functional theory data (ωB97M-V/def2-TZVPD) for a structure of composition C25H26N2O6S in a non-equilibrium geometry.

* ΔE to the lowest compared entry with this formula, charge and spin: 21.580 eV
* lowest unoccupied orbital energy: 0.14 eV
* HOMO-LUMO gap: 7.85 eV

```
! wB97M-V def2-TZVPD RIJCOSX def2/J DEFGRID3
* xyz 0 1
C -0.05 -0.73 -3.66
H 0.26 0.24 -3.30
O 0.73 -1.77 -3.59
C 1.33 -2.25 -2.54
C 0.97 -1.67 -1.50
C 1.79 -2.07 -0.23
C 2.78 -3.11 -0.28
C 2.75 -3.90 -1.34
C 2.19 -3.49 -2.54
O 2.59 -4.08 -3.68
C 1.85 -4.23 -4.60
H 2.16 -5.12 -5.33
H 1.74 -3.22 -5.53
H 0.78 -4.34 -4.44
O 3.57 -4.96 -1.49
C 4.44 -5.37 -0.34
H 4.99 -4.55 0.00
H 3.66 -5.69 0.39
H 4.78 -6.21 -0.52
H 3.16 -3.45 0.82
C 1.39 -1.47 1.15
C 1.45 0.10 1.19
C -0.09 0.60 0.86
O -0.25 1.01 -0.33
N -1.24 0.51 1.90
C -0.83 0.27 3.10
C -1.05 1.08 3.97
C -0.87 0.55 5.60
C -0.21 -0.72 5.61
C -0.06 -1.47 4.55
C -0.36 -1.13 3.38
S -0.16 -2.27 1.85
H 0.25 -2.53 4.76
H -0.19 -1.08 6.52
H -1.01 1.20 6.21
H -1.41 2.04 4.20
C -2.51 1.17 1.49
H -2.44 1.03 0.55
H -3.02 0.86 2.29
C -2.18 2.69 1.65
O -2.66 3.57 2.43
N -1.49 3.31 0.51
H -1.32 2.65 -0.33
C -1.60 4.75 0.12
C -2.47 5.09 -0.85
C -3.89 5.62 -1.04
C -4.02 5.97 -2.44
C -2.83 5.96 -3.07
O -1.95 5.36 -1.99
H -2.37 5.90 -3.91
H -5.00 6.13 -2.75
H -4.58 5.40 -0.18
H -0.78 5.11 0.18
H -1.95 5.33 1.14
H 1.98 0.70 0.31
H 1.68 0.69 2.19
H 2.20 -1.66 1.80
H 0.54 -0.85 -1.30
H -0.41 -0.67 -4.61
H -0.80 -0.80 -3.02
*
```



No. 2
Density functional theory data (ωB97M-V/def2-TZVPD) for a structure of composition C25H26N3OSe2Sn.

* ΔE to the lowest compared entry with this formula, charge and spin: 0.000 eV
* lowest unoccupied orbital energy: -3.22 eV
* HOMO-LUMO gap: 6.98 eV

```
! wB97M-V def2-TZVPD RIJCOSX def2/J DEFGRID3
* xyz 1 1
Sn 0.31 0.35 -0.44
Se 1.82 -0.93 -3.83
Se 2.02 1.35 -3.40
C 0.15 1.77 -3.46
C -0.33 2.63 -4.43
C -1.70 2.89 -4.47
C -2.53 2.25 -3.57
C -1.96 1.40 -2.63
N -0.65 1.18 -2.57
C 2.47 -1.68 -2.19
C 3.36 -2.74 -2.30
C 3.77 -3.39 -1.15
C 3.31 -2.94 0.08
C 2.45 -1.86 0.10
N 2.02 -1.25 -1.01
H 0.34 3.07 -5.15
H -2.10 3.56 -5.22
H -3.60 2.40 -3.58
H -2.57 0.88 -1.90
H 3.72 -3.04 -3.27
H 4.45 -4.22 -1.21
H 3.60 -3.41 1.00
H 2.08 -1.46 1.04
O 2.63 0.59 1.94
C 2.00 1.47 2.87
C 1.50 0.74 4.10
C 0.42 -0.29 3.79
C -0.88 0.36 3.40
C -1.74 0.87 4.38
C -2.90 1.50 4.01
C -3.20 1.62 2.66
C -2.30 1.09 1.75
N -1.17 0.47 2.10
H 3.51 0.38 2.28
H 1.17 1.92 2.33
H 2.68 2.28 3.15
H 1.12 1.47 4.82
H 2.35 0.25 4.59
H 0.25 -0.92 4.67
H 0.74 -0.95 2.99
H -1.48 0.76 5.43
H -3.58 1.90 4.76
H -4.10 2.11 2.31
H -2.50 1.16 0.69
C -1.11 -1.34 -0.74
C -0.61 -2.64 -0.19
C -0.09 -3.62 -1.03
C 0.43 -4.81 -0.52
C 0.44 -5.03 0.85
C -0.09 -4.07 1.70
C -0.61 -2.89 1.19
H -2.04 -1.05 -0.25
H -1.29 -1.42 -1.81
H -0.11 -3.46 -2.10
H 0.81 -5.56 -1.20
H 0.83 -5.96 1.25
H -0.11 -4.25 2.77
H -1.03 -2.15 1.86
*
```